Record 1
DFT (ωB97M-V/def2-TZVPD) results for C54H71Cl3N2O2P2SSiTi as an isolated structure in a non-equilibrium geometry.

```
137
Properties=species:S:1:pos:R:3:lowdin_spin:R:1
H 4.090 -0.877 -1.980 -0.0005
C -3.387 4.313 -0.359 0.0002
C -3.244 1.579 -0.378 0.0019
H -1.475 -3.153 5.247 0.0000
C 1.375 1.748 -2.897 0.0008
C -4.506 3.550 -0.056 0.0008
H 0.369 -0.254 -7.707 0.0000
Cl -6.000 4.339 0.327 0.0002
C 0.745 -0.376 -4.798 -0.0003
C -1.920 2.623 -3.785 0.0001
N 0.583 -3.478 1.492 -0.0008
H 0.458 2.586 0.872 0.0002
C -1.087 -4.554 3.671 0.0000
C 0.332 2.320 1.922 -0.0004
C -0.871 3.105 2.478 0.0003
H 0.895 3.121 -4.486 0.0000
C 1.550 2.910 -3.649 0.0000
C 1.732 -0.141 2.117 -0.0009
H 2.842 -2.129 -2.026 -0.0003
H 3.492 -1.285 -5.841 0.0000
C 2.371 -5.840 0.677 0.0000
H -2.502 3.331 -5.732 0.0000
O -3.232 -3.727 3.104 -0.0002
C 1.612 2.727 2.684 -0.0003
H 4.205 4.273 -2.049 0.0000
H 1.296 -6.038 0.763 0.0000
H -2.360 -0.573 -3.473 0.0038
H -4.039 0.528 5.588 0.0000
C -2.095 -3.917 2.773 0.0000
C -1.378 1.262 -4.214 0.0022
C -0.528 -3.258 0.857 0.0045
H 2.670 -4.687 2.491 0.0000
H -2.525 -3.255 0.911 0.0001
H 2.256 -2.186 -7.819 0.0000
H -2.368 2.560 -2.793 0.0000
H -1.132 3.370 -3.722 0.0000
C 1.727 -1.776 -6.959 0.0000
C -3.091 0.023 5.402 0.0001
P 0.063 0.521 -3.322 0.0056
C 3.305 -1.373 -1.396 -0.0035
H -1.294 4.974 1.425 0.0000
H -1.813 2.764 2.040 0.0001
H 0.091 1.200 4.651 0.0000
H -2.897 -0.597 6.281 0.0000
C 1.954 -3.356 0.966 -0.0002
H 3.786 -1.896 -0.564 0.0000
H -2.350 1.887 4.645 0.0000
H 2.310 0.830 -5.628 0.0000
Ti -0.446 -0.090 -0.763 0.9512
H -5.340 1.573 0.108 0.0000
H 2.476 2.542 2.045 0.0000
H -0.138 -0.899 -5.183 0.0000
C 2.658 -0.035 1.067 -0.0012
H -2.815 -1.873 4.368 0.0000
N -1.726 -3.532 1.461 -0.0002
C -0.721 4.633 2.286 0.0001
H -4.012 1.623 -6.052 0.0000
H 2.063 0.156 -7.902 0.0000
C -4.074 1.994 -5.025 0.0002
H 1.891 -3.293 -0.116 -0.0001
H 1.090 4.893 1.117 0.0000
C -2.195 3.682 -0.657 0.0003
H -4.663 0.054 -4.270 0.0000
H 0.826 -2.384 -6.832 0.0000
C -4.457 2.170 -0.085 0.0003
C -0.913 -4.030 4.947 0.0000
H 0.514 -3.847 2.434 0.0001
S -0.620 -2.634 -0.749 0.0144
H 2.608 -5.770 -0.388 0.0000
H -1.148 5.131 3.160 0.0000
H 0.732 1.431 -6.074 0.0000
H 1.363 -2.254 -3.945 0.0000
H 3.934 2.233 -0.700 -0.0001
H -0.926 2.907 3.539 0.0000
C 2.768 -4.558 1.406 -0.0001
C 0.462 -6.324 4.164 0.0000
H -2.490 -0.337 -5.196 0.0001
C 3.487 -0.779 3.657 -0.0003
C 0.663 -5.784 5.429 0.0000
H 1.180 4.314 4.111 0.0000
C 3.412 3.571 -2.284 -0.0002
H 1.347 -6.265 6.118 0.0000
P 0.031 0.457 1.802 0.0105
H 3.819 -4.327 1.221 0.0000
C -3.904 0.811 -4.073 0.0003
C 4.431 -0.600 2.652 -0.0001
H -2.841 0.644 2.635 0.0000
Si 2.060 -0.099 -0.747 -0.0075
C 1.820 -1.403 -4.458 0.0000
H -1.755 1.499 6.240 0.0000
C -0.024 -4.639 5.821 0.0000
C -2.088 2.296 -0.629 0.0004
C 4.012 -0.244 1.376 -0.0006
H -4.240 -1.012 3.865 0.0000
C 1.303 0.516 -5.914 -0.0003
C 0.746 5.047 2.146 0.0000
H 0.121 -4.231 6.814 0.0000
H 2.617 4.583 3.146 0.0000
C -2.517 0.189 -4.237 0.0036
H 2.522 -0.943 -3.775 0.0000
Cl -3.100 -0.162 -0.554 0.0202
C 2.248 1.479 -1.809 -0.0023
H 2.391 -2.437 1.336 -0.0001
C -0.411 -5.705 3.280 0.0000
C -2.988 3.078 -4.786 0.0000
C 2.589 -1.886 -5.705 0.0000
C 3.257 2.413 -1.532 -0.0009
H 2.899 -6.705 1.080 0.0000
C -3.197 -0.873 4.148 0.0001
H -0.522 -1.203 3.313 0.0001
H 0.978 -7.230 3.867 0.0000
H 3.797 -1.083 4.652 0.0000
Cl -0.819 4.595 -1.153 0.0001
H 2.662 4.720 -3.939 0.0000
C 2.147 -0.531 3.392 -0.0003
C -2.424 -0.322 2.945 0.0015
H -3.450 5.394 -0.376 0.0000
H 0.856 6.111 2.360 0.0000
C -0.711 0.465 4.671 0.0005
H -4.056 1.143 -3.041 0.0001
H 1.430 -0.625 4.198 0.0000
H 4.758 -0.160 0.590 -0.0001
C 1.346 -0.302 -7.219 -0.0001
H -2.548 -1.000 2.101 0.0012
H -1.027 1.373 -5.237 0.0000
O -0.937 1.658 -0.896 -0.0095
H -5.070 2.422 -4.912 0.0000
H -0.582 -6.129 2.294 0.0000
C -0.924 -0.184 3.268 0.0050
H -3.443 3.998 -4.416 0.0000
H 5.483 -0.766 2.855 0.0000
C -1.988 1.070 5.263 0.0001
C 2.553 3.819 -3.346 -0.0003
H -0.379 -0.318 5.362 0.0001
H 2.923 -2.914 -5.557 0.0000
H 1.752 2.109 3.570 0.0000
C 1.592 4.212 3.101 -0.0001
```

Properties
Total charge: +1
HOMO (spin up / spin down) (eV): -10.1 / -9.9
E_LUMO (spin up / spin down) (eV): -2.6 / -2.5
Orbital gap (spin up / spin down) (eV): 7.5 / 7.4
Expectation value of S²: 0.7570
Largest force on an atom (eV/Å): 1.97
Energy relative to the best compared isomer or geometry (same formula, charge and spin) (kJ/mol): 97.3
2S+1: 2



Record 2
DFT (ωB97M-V/def2-TZVPD) results for a 13-piece molecular cluster, C54H73F5O8 overall in a non-equilibrium geometry.

```
140
Properties=species:S:1:pos:R:3:lowdin_spin:R:1
F -2.219 -3.738 2.983 0.0037
H -4.351 0.104 4.233 0.0061
H -1.727 -2.534 -4.109 0.0000
H 3.662 -2.974 -5.556 0.0000
O 2.100 -4.257 2.717 0.0006
O -1.848 -0.104 2.353 0.0043
H 4.381 -1.295 -1.684 0.0000
H 1.118 -4.304 5.296 0.0017
H 2.945 -3.665 -4.069 0.0000
C -2.356 -4.427 1.851 0.0011
C 1.316 4.865 4.533 0.1208
H -2.291 -0.502 -0.084 0.0002
C -3.411 2.780 0.673 0.0063
H -0.468 -3.869 4.611 0.0008
H -0.851 4.707 1.301 0.0100
H 6.593 4.005 0.402 0.0006
C 1.943 1.118 -4.828 0.0001
C 0.472 -4.388 4.422 0.0041
H -1.441 -4.544 -1.466 0.0000
H -1.169 1.191 -5.995 0.0000
H 2.308 -2.195 -4.934 0.0000
C 4.154 -1.888 -3.705 0.0000
H 0.293 -5.442 4.210 0.0003
H 1.884 4.891 5.451 0.0107
F 5.548 6.061 1.587 0.0005
C 3.702 -0.508 2.227 0.0010
H -3.724 1.652 -1.150 0.0000
C -0.215 4.659 2.172 0.1182
C 4.857 5.001 1.057 0.0023
H 0.024 2.550 2.415 0.0233
C 0.977 3.579 4.032 0.0601
H -2.938 -1.280 -3.870 0.0000
H 3.731 -1.591 3.994 0.0019
C -1.768 -4.771 -0.461 0.0001
H 0.044 0.849 0.506 0.0003
C -2.286 -1.744 -4.610 0.0001
H 3.470 1.701 2.278 0.0011
C -2.020 0.542 -5.786 0.0002
H -2.510 -6.537 -1.345 0.0000
C -3.718 0.718 3.593 0.0273
C 3.388 3.111 -0.265 0.0039
H -0.283 -2.179 2.722 0.0003
H 1.244 0.628 -0.659 0.0001
H -6.624 -1.280 0.213 0.0016
H -3.345 3.993 2.404 0.0069
H 1.190 7.006 4.206 0.0204
C 4.482 -1.413 3.224 0.0032
C -1.983 -0.832 4.655 0.0247
F 0.757 2.806 -1.895 0.0029
H -7.080 0.213 -3.099 0.0001
H 3.380 1.788 -6.159 0.0000
C 3.458 5.077 1.092 0.0074
H -3.664 -7.360 0.755 0.0000
H 3.544 -0.022 -2.643 0.0000
H 1.337 -1.523 3.160 0.0016
H -4.924 -1.343 0.172 0.0009
H -0.898 -0.929 4.678 0.0054
H -5.709 0.255 0.574 0.0012
H 2.534 4.420 -2.895 0.0006
H -4.976 5.675 1.461 0.0007
C 1.181 1.392 -3.698 0.0001
H 4.789 -2.393 2.861 0.0001
C -3.137 -6.418 0.711 0.0004
H 3.071 5.936 1.620 0.0021
F -0.238 7.041 2.116 0.0002
H 0.443 0.637 -3.474 0.0000
C -0.313 -0.786 -0.970 0.0002
C -5.262 4.581 -0.349 0.0020
C 0.269 3.518 2.824 0.1720
H -3.753 -5.831 2.654 0.0008
H 4.601 -3.497 0.492 0.0000
C 2.897 2.063 -5.233 0.0000
C 1.383 2.555 -3.027 0.0005
C -5.755 -0.662 -0.014 0.0044
H 3.074 0.852 3.795 0.0046
C -2.431 -0.053 3.418 0.0110
C 0.794 -2.348 2.700 0.0021
H -2.730 0.406 -6.602 0.0000
O 3.608 -0.768 1.019 0.0003
C 4.465 -4.569 0.629 0.0000
H -4.131 0.797 2.588 0.0007
H -2.521 0.875 -4.877 0.0001
H 1.992 0.779 2.397 0.0013
C 0.946 6.011 3.864 0.1743
O 0.156 -1.691 -1.651 0.0001
H -2.221 -0.169 5.487 0.0083
C 2.296 -4.306 -0.842 0.0000
H 0.995 -2.283 1.631 0.0001
C -4.725 4.789 0.896 0.0055
H 3.873 3.981 -4.900 0.0000
H 4.147 -4.803 1.645 0.0000
H 5.291 2.248 -0.822 0.0000
H 1.049 -0.474 0.761 0.0001
C 3.132 3.273 -4.561 0.0002
H -2.910 -2.234 -5.357 0.0000
H -2.477 -1.802 4.709 0.0029
C -2.444 -5.978 -0.423 0.0002
H 5.302 -0.814 3.621 0.0008
C 1.157 -3.712 3.226 0.0011
H -1.264 -3.018 0.683 0.0001
C -4.011 2.522 -0.578 0.0011
H 2.349 -3.302 -0.422 0.0000
F -5.507 3.146 -2.268 0.0012
H 2.288 -4.173 -1.923 0.0000
C 0.546 0.056 -0.048 0.0005
C 3.188 -2.745 -4.601 0.0000
C -6.927 0.304 -2.024 0.0009
H 1.432 2.703 4.471 0.0014
H -2.073 0.381 -1.675 0.0002
C 3.037 0.797 2.707 0.0081
O -4.819 -0.717 -2.254 0.0002
C -1.805 -0.478 -1.059 0.0004
H -3.541 1.689 4.056 0.0124
C 2.339 3.506 -3.437 0.0006
O 5.354 -1.973 -3.969 0.0000
C 4.775 3.040 -0.300 0.0014
H -5.848 5.326 -0.866 0.0003
H 1.709 0.232 -5.400 0.0000
H -2.667 2.082 1.029 0.0019
C -1.385 -0.762 -5.422 0.0000
H 2.897 2.282 -0.752 0.0001
H 2.654 -1.422 -2.206 0.0000
C 0.149 5.859 2.702 0.0434
O 3.823 -6.160 -1.004 0.0000
H -6.941 1.381 -1.855 0.0001
H -7.834 -0.112 -1.585 0.0002
C -3.138 -5.592 1.799 0.0022
C -3.732 3.905 1.400 0.0075
C 2.705 4.080 0.417 0.0088
H 1.416 -4.840 -0.481 0.0000
C 3.537 -5.105 -0.432 0.0000
O -0.295 -1.135 -5.819 0.0000
H -2.155 -1.327 -1.647 0.0000
C -1.721 -3.996 0.718 0.0005
H 5.428 -5.046 0.448 0.0000
H 1.626 4.040 0.438 0.0063
C 3.658 -1.092 -2.474 0.0000
C -4.924 3.439 -1.066 0.0051
C 5.513 3.993 0.381 0.0079
C -5.752 -0.414 -1.497 0.0004
```

Properties
Total charge: -1
HOMO (spin up / spin down) (eV): 0.1 / -5.3
E_LUMO (spin up / spin down) (eV): 1.9 / 1.9
Orbital gap (spin up / spin down) (eV): 1.8 / 7.2
Expectation value of S²: 0.7565
Largest force on an atom (eV/Å): 3.26
2S+1: 2



Record 3
DFT (ωB97M-V/def2-TZVPD) results for a 9-piece molecular cluster, C54H78N9O15P3 overall in a non-equilibrium geometry.

```
159
Properties=species:S:1:pos:R:3:mulliken_charge:R:1
C 2.770 3.944 1.604 -0.6670
H 1.506 -5.780 1.737 0.2248
O 2.595 1.003 2.046 -0.0026
C -2.875 -4.083 3.600 -1.1953
H -1.657 2.275 -3.939 0.3733
H -0.586 1.538 4.440 0.5469
C -4.323 0.303 -5.789 0.4305
H -3.986 -1.381 1.134 0.0927
H 9.152 -0.357 -0.451 0.2556
H -6.436 2.810 -4.933 0.5766
C -3.995 -1.080 -1.023 -0.1076
H -1.688 4.268 -2.140 0.6422
H 2.542 0.326 5.712 0.3128
C -4.850 0.875 -8.223 -0.5886
O -3.831 -0.022 3.017 -0.5582
N -1.707 -3.216 3.507 0.6194
H 2.016 4.219 4.889 0.4359
C -5.360 0.743 -6.776 0.0716
C -1.212 3.297 -2.062 -0.6841
O -0.629 -0.003 -3.189 -0.4473
O -6.476 1.070 -6.547 -0.5636
C -5.037 5.272 -2.289 -0.6481
C -3.385 2.131 2.351 -0.1260
P -0.410 -3.623 2.581 0.3875
H 6.030 0.982 4.028 0.4168
H -4.462 -1.012 -3.074 0.1758
H 5.227 -1.858 1.317 0.7393
C -5.139 -2.829 -2.280 -0.2576
C 0.893 -5.929 2.677 -0.9541
H -1.556 -2.620 5.594 0.4402
H 1.492 -4.956 5.227 0.3531
C -2.653 -0.064 -7.653 -0.0032
C -2.197 -4.053 -2.146 -0.3121
H 4.961 -1.238 -3.945 0.3811
H 5.330 1.402 2.440 0.3148
H -6.325 0.250 2.107 0.4454
C 7.721 1.492 -1.971 -1.1800
H 0.693 0.006 -1.137 0.4259
C -3.894 3.322 2.002 -0.3034
H 1.884 4.521 1.264 0.1660
H 5.121 1.649 -0.995 0.3314
H 4.004 -1.327 0.210 0.2119
H -2.937 -4.418 4.567 0.3466
H 6.409 -3.788 -0.167 0.3176
N 1.454 1.632 4.480 0.3471
C -6.215 5.644 -3.144 0.2320
C -0.043 -2.956 -2.350 0.0989
O -7.001 6.541 -2.823 -0.5271
C 4.328 2.275 5.247 -1.2732
C 1.529 0.665 5.534 -0.4376
H 3.564 4.689 1.585 0.4106
C -6.613 4.687 -4.166 -0.5544
H 3.509 -0.115 -3.926 0.3601
H 4.780 -3.494 -0.933 0.1779
H -4.983 -3.611 1.166 0.3188
C -6.190 2.337 2.017 -0.5218
N 2.543 3.482 2.952 0.6937
O -0.824 -4.299 1.301 -1.0461
C -1.386 -3.250 -4.365 -0.6748
C -4.861 -3.060 0.211 -0.5861
O -4.674 1.885 -3.037 -0.2781
H 2.256 -3.112 1.990 0.6663
H -3.317 0.748 -9.576 0.3784
C -0.437 3.237 -0.791 0.3925
O -5.821 4.673 2.045 -0.5001
N 4.019 1.483 4.068 0.3349
O 0.918 -2.445 -1.779 -0.3141
H -2.797 -4.880 2.896 0.3758
H 8.519 0.976 0.550 0.3186
C 5.052 -1.222 0.455 -0.9764
H 4.156 1.914 -2.441 0.6248
H 2.989 3.127 0.951 -0.0433
O -3.324 -4.591 -4.123 -0.6356
C -5.668 1.127 2.183 -0.3372
H 1.196 0.966 6.537 0.4235
H 3.485 4.926 4.117 0.2504
C -2.415 -3.964 -3.594 -0.0575
H 8.691 1.214 -2.430 0.3331
H -2.388 -0.320 -5.519 0.9281
H 0.884 1.969 0.524 0.8244
H -5.523 1.222 -8.909 0.5303
H 5.047 3.087 5.036 0.3572
C -4.215 -1.886 0.210 0.7132
H 6.297 -3.437 -1.889 0.3480
H -1.571 -3.068 -5.388 0.6314
C -4.460 -1.687 -2.280 0.1515
N 0.451 -2.236 2.472 1.0624
O -0.383 4.269 -0.107 -0.6671
C -0.647 1.022 -2.476 0.1686
H 1.457 -3.328 4.704 0.2468
H -2.994 -4.543 -1.665 0.9270
C -4.603 4.048 -2.169 -0.6366
C -1.103 -3.582 -1.577 -0.0714
H 0.063 2.495 3.101 0.1998
O 7.089 -1.299 -3.021 -0.8486
H 3.553 0.909 -1.134 0.1249
C -0.229 -2.909 -3.798 -0.7353
H -0.792 -3.742 -0.560 0.6188
H -3.154 4.164 1.891 0.3848
H 7.638 -0.666 0.614 0.2699
H 0.038 -6.487 2.349 0.2477
C -0.172 -0.962 2.175 0.7814
C 5.855 -3.162 -0.887 -0.9233
H -2.344 2.073 2.617 0.5060
H -1.227 -1.094 2.445 -0.0176
H -7.265 2.444 2.018 0.4549
C -4.264 0.997 2.506 0.4297
C -5.361 3.607 2.012 -0.0451
H -3.709 -3.490 3.300 0.2291
C -1.496 -2.189 4.585 -0.5920
H 2.329 -1.316 2.211 -0.2407
C 8.192 0.088 -0.011 -0.9620
H 0.549 -2.613 -4.456 0.5396
H 0.892 -0.161 5.324 -0.1890
H 1.851 5.335 3.468 0.3501
N 5.062 0.154 -2.462 0.1733
N 0.608 -4.652 3.385 0.1725
C 0.281 2.012 -0.367 0.5161
H 0.081 3.185 4.763 0.3740
C 0.170 0.973 -1.193 -0.8450
C -3.098 -0.039 -6.213 -0.4041
H 4.847 1.731 5.992 0.4252
H -7.426 4.865 -4.836 0.4572
C 1.601 -4.338 4.372 -1.0724
H 5.040 -0.126 3.156 0.3071
C -3.594 0.594 -8.540 -0.4705
C 1.761 -2.154 1.905 -0.9466
P 2.604 1.863 3.296 -0.2440
H 7.889 2.456 -1.418 0.3348
H 1.716 -2.050 0.809 0.0994
H -5.629 -3.132 -3.223 0.3435
H 2.558 -4.333 3.938 0.5148
H -2.229 -1.385 4.477 0.0547
O -6.195 -4.580 -1.129 -0.5829
H -3.972 3.665 -1.421 1.2651
H -0.463 -1.860 4.534 -0.1664
H 0.023 -0.675 1.087 -0.5852
N 5.988 -1.727 -0.666 0.2559
P 6.400 -0.670 -1.873 0.4038
H 3.425 2.730 5.651 0.4587
C 0.164 2.279 4.162 -1.4194
O -1.620 -0.571 -8.023 -0.5386
C -1.183 2.307 -2.945 -0.7590
H 5.245 -0.164 0.627 -0.0520
C 2.437 4.517 3.927 -1.2220
H -4.557 0.349 -4.726 0.2996
C -5.398 -3.667 -1.047 -0.1189
N 7.288 0.478 -1.093 0.4985
C 4.414 1.180 -1.681 -1.0852
H 1.472 -6.590 3.349 0.3998
H 0.359 -0.236 2.850 -0.6492
C -6.098 3.451 -4.176 -0.4703
C -5.111 2.992 -3.148 0.0554
H 6.951 1.607 -2.738 0.3454
H 3.626 -1.460 -2.801 0.2689
H -4.776 5.940 -1.487 0.4230
O -3.504 0.025 -0.948 -0.0705
C 4.219 -0.674 -3.320 -1.0841
C 5.176 0.882 3.348 -1.1684
```

Properties
HOMO (eV): -8.3
E_LUMO (eV): -1.8
Orbital gap (eV): 6.6
Largest force on an atom (eV/Å): 4.99
2S+1: 1
SMILES: CN(C)P(=O)(N(C)C)N(C)C.CN(C)P(=O)(N(C)C)N(C)C.CN(C)P(=O)(N(C)C)N(C)C.O=C1C=CC(=O)C=C1.O=C1C=CC(=O)C=C1.O=C1C=CC(=O)C=C1.O=C1C=CC(=O)C=C1.O=C1C=CC(=O)C=C1.O=C1C=CC(=O)C=C1